DFT (ωB97M-V/def2-TZVPD) results for a structure of composition C24H43CeClP2 at a distorted geometry.

Each line ends with the Löwdin charge.
Positions of all 71 atoms, in Å:
Ce -0.64 -0.35 0.29  1.16
C 0.72 -0.01 2.52  -0.28
C 1.74 0.50 1.63  -0.21
C -0.05 1.97 1.57  -0.28
C -0.38 0.93 2.51  -0.31
C 1.28 1.73 1.07  -0.21
C 0.80 -1.30 3.25  0.00
H 1.52 -1.98 2.77  0.09
H -0.18 -1.80 3.28  0.08
H 1.15 -1.18 4.29  0.12
C -1.64 0.90 3.30  -0.02
H -1.81 -0.06 3.79  0.09
H -2.51 1.08 2.64  0.09
H -1.67 1.68 4.07  0.12
C -0.88 3.16 1.27  0.01
H -0.90 3.88 2.11  0.13
H -1.93 2.88 1.07  0.10
H -0.51 3.69 0.39  0.09
C 2.06 2.65 0.18  0.00
H 2.63 3.38 0.77  0.12
H 1.38 3.22 -0.48  0.09
H 2.79 2.09 -0.43  0.08
C 3.07 -0.12 1.36  0.01
H 3.85 0.29 2.01  0.13
H 3.37 0.06 0.32  0.08
H 3.04 -1.20 1.55  0.08
C -0.91 -2.39 -1.27  -0.19
C 0.17 -2.59 -0.43  -0.22
C 1.61 -2.70 -0.87  -0.12
C 2.01 -1.77 -2.03  -0.13
C 1.53 -0.35 -1.87  -0.08
C 0.34 0.15 -2.31  -0.15
C -0.66 -0.60 -3.15  -0.14
C -0.94 -2.06 -2.74  -0.14
H 1.80 -3.75 -1.14  0.16
H 1.72 -2.23 -2.99  0.13
H 2.26 -2.50 0.00  0.11
H -0.32 -2.75 -3.33  0.13
H -1.90 -2.74 -0.89  0.11
H -0.04 -2.98 0.58  0.13
H -1.96 -2.28 -3.09  0.13
H -1.61 -0.04 -3.16  0.13
H 0.16 1.23 -2.22  0.13
H -0.34 -0.60 -4.21  0.12
H 3.11 -1.75 -2.07  0.14
H 2.30 0.35 -1.52  0.11
P -1.21 -0.71 -7.27  0.77
P -0.87 1.96 -8.75  0.76
C -1.22 -0.81 -9.14  -0.43
C -1.58 0.55 -9.76  -0.45
H -1.96 -1.58 -9.43  0.08
H -0.23 -1.14 -9.48  0.08
H -1.20 0.64 -10.78  0.08
H -2.67 0.68 -9.78  0.08
C -1.66 3.32 -9.67  -0.33
H -1.22 4.27 -9.36  0.04
H -2.73 3.35 -9.44  0.03
H -1.53 3.19 -10.75  0.04
C 0.78 2.05 -9.58  -0.31
H 0.66 2.05 -10.67  0.04
H 1.41 1.20 -9.27  0.03
H 1.27 2.98 -9.26  0.03
C -2.66 -1.80 -6.94  -0.32
H -2.71 -2.01 -5.87  0.01
H -2.57 -2.74 -7.50  0.04
H -3.58 -1.28 -7.24  0.04
C 0.14 -1.91 -6.95  -0.33
H 1.10 -1.47 -7.23  0.04
H -0.03 -2.83 -7.52  0.05
H 0.17 -2.15 -5.88  0.00
Cl -2.60 -1.72 1.43  0.23

The molecular weight comes out at 569.13 g/mol. Its charge is +2. The value obtained for the orbital gap (spin up / spin down) is 0.0765 / 0.0758 hartree. Its spin multiplicity is 1. As for the energy above the lowest of the compared OMol25 structures with the same formula, charge and spin: 0.0 kcal per mole.